The following is a quantum chemistry calculation of a 15-piece molecular cluster, C4H40NO14 overall in a non-equilibrium geometry, from OMol25.

Summary:
Kohn-Sham gap (spin up / spin down): 1.86 / 10.78 eV
multiplicity: 2

Each line ends with the natural charge from an NBO analysis.
CARTESIAN COORDINATES (ANGSTROEM)
C 0.537 -0.254 -0.060  -0.664
C 0.263 1.183 0.273  -0.057
C -1.149 1.649 -0.099  -0.416
C -1.165 3.037 -0.717  -0.614
N 0.507 1.376 1.738  -0.706
H 0.440 -0.421 -1.125  0.228
H -0.199 -0.896 0.414  0.212
H 1.512 -0.597 0.279  0.234
H 0.997 1.822 -0.218  0.223
H -1.538 0.943 -0.837  0.214
H -1.819 1.603 0.758  0.208
H -2.184 3.374 -0.915  0.215
H -0.693 3.785 -0.065  0.208
H -0.644 3.077 -1.676  0.214
H 0.237 2.306 2.042  0.461
H 0.006 0.673 2.295  0.449
H 1.504 1.202 1.906  0.451
H -1.557 -2.492 1.207  0.497
H -0.848 -3.394 0.132  0.524
O -1.730 -3.057 0.441  -0.998
H 0.887 -3.220 -1.393  0.483
H 1.507 -3.411 0.005  0.515
O 0.706 -3.634 -0.545  -1.008
H -1.417 -1.134 -2.659  0.510
H -0.641 0.000 -3.459  0.507
O -0.715 -0.975 -3.336  -0.997
H -3.268 -2.154 -2.005  0.488
H -2.332 -2.175 -0.759  0.521
O -2.717 -1.564 -1.478  -1.014
H 0.830 -1.433 -3.131  0.509
H 2.142 -1.881 -3.869  0.480
O 1.834 -1.509 -3.016  -1.090
H -2.015 3.240 3.465  0.482
H -2.333 1.808 2.919  0.504
O -1.592 2.425 3.127  -1.007
H -4.259 0.235 3.219  0.494
H -3.797 0.248 1.742  0.530
O -3.462 0.411 2.680  -1.019
H 3.694 0.217 0.205  0.503
H 4.345 0.695 1.529  0.465
O 3.562 0.832 0.981  -1.130
H 2.891 2.492 0.850  0.503
H 2.855 4.054 1.103  0.481
O 2.294 3.273 0.969  -1.041
H 3.016 -1.047 -1.788  0.497
H 4.609 -1.167 -1.579  0.410
O 3.760 -0.979 -1.134  -1.275
H 3.321 -2.110 0.102  0.496
H 3.563 -3.306 1.108  0.471
O 2.922 -2.658 0.818  -1.058
H 1.694 0.375 -3.243  0.488
H 1.533 1.761 -2.566  0.464
O 1.231 1.239 -3.312  -1.001
H -0.995 -1.419 3.655  0.483
H -2.030 -0.594 2.847  0.503
O -1.137 -1.005 2.799  -1.017
H -3.610 -0.538 -0.521  0.514
H -5.126 -0.314 -0.141  0.480
O -4.228 0.005 0.041  -1.006



The following is a quantum chemistry calculation of a 3-piece molecular cluster, C3H8N2O2 overall in a non-equilibrium geometry, from OMol25.

Summary:
Kohn-Sham gap: 9.70 eV
energy relative to the best compared isomer or geometry (same formula, charge and spin): 60.7 kcal per mole

Each line ends with the natural charge from an NBO analysis.
CARTESIAN COORDINATES (ANGSTROEM)
C 1.592 -1.030 0.940  -0.099
C 0.621 -0.107 1.110  -0.103
N -0.459 -0.445 0.215  -0.511
C -0.029 -1.598 -0.343  0.211
N 1.308 -1.902 -0.147  -0.582
H 2.358 -1.215 1.678  0.216
H 0.622 0.762 1.740  0.222
H -0.593 -2.422 -0.811  0.203
H 1.848 -2.301 -0.922  0.440
H 0.035 2.090 -0.031  0.464
H 0.236 3.205 0.751  0.455
O 0.724 2.750 0.025  -0.915
H -2.633 0.459 -0.683  0.480
H -2.754 1.337 -1.871  0.458
O -2.876 0.416 -1.651  -0.939



The following is a quantum chemistry calculation of one molecule with the formula C4H8O2 in a non-equilibrium geometry, from OMol25.

Summary:
Kohn-Sham gap: 10.12 eV
energy relative to the best compared isomer or geometry (same formula, charge and spin): 44.2 kcal per mole

Each line ends with the natural charge from an NBO analysis.
CARTESIAN COORDINATES (ANGSTROEM)
C -2.062 -0.733 -0.027  -0.257
C -0.042 0.474 0.073  0.303
C -0.574 1.655 -0.209  -0.550
C 1.435 0.286 0.351  -0.102
H -2.360 -1.789 -0.040  0.199
H -2.501 -0.208 0.835  0.185
H -2.311 -0.274 -0.990  0.187
H -1.668 1.838 -0.280  0.209
H 0.073 2.539 -0.205  0.219
H 1.969 1.203 0.019  0.187
H 1.550 0.191 1.436  0.169
H 1.465 -1.530 -0.321  0.475
O -0.643 -0.746 0.156  -0.520
O 2.047 -0.762 -0.354  -0.706



The following is a quantum chemistry calculation of C3H5Cl as an isolated structure in a non-equilibrium geometry, from OMol25.

Summary:
Kohn-Sham gap: 10.30 eV
energy relative to the best compared isomer or geometry (same formula, charge and spin): 70.9 kcal per mole

Each line ends with the natural charge from an NBO analysis.
CARTESIAN COORDINATES (ANGSTROEM)
C -0.401 -0.258 0.319  0.059
C -1.030 0.911 0.262  -0.259
C 0.450 -1.089 0.709  -0.445
Cl -2.734 1.232 0.325  -0.008
H 1.631 0.666 -1.630  -0.001
H -0.669 1.644 -0.289  0.207
H 0.638 -1.885 -0.006  0.215
H 1.175 0.080 -1.360  -0.006
H 0.940 -1.302 1.669  0.238



The following is a quantum chemistry calculation of C2H4AgLiO as an isolated structure in a non-equilibrium geometry, from OMol25.

Summary:
Kohn-Sham gap (spin up / spin down): 7.25 / 8.52 eV
multiplicity: 2
energy relative to the best compared isomer or geometry (same formula, charge and spin): 0.0 kcal per mole
total charge: +1

Each line ends with the natural charge from an NBO analysis.
CARTESIAN COORDINATES (ANGSTROEM)
O -0.682 0.272 0.866  -1.169
Ag 0.094 0.781 -1.160  0.885
Li -1.100 1.464 2.101  0.986
C -0.925 -1.254 0.897  -0.175
C -1.747 -1.804 -0.184  -0.276
H -1.436 -1.443 1.868  0.184
H 0.053 -1.768 0.935  0.187
H -2.837 -1.710 -0.128  0.188
H -1.323 -2.487 -0.923  0.191